Below is a cluster of 2 separate species, C18H18F4N2O4 in total, with properties calculated with the ωB97M-V functional and the def2-TZVPD basis.

Output
- LUMO (hartree) = -0.059
- HOMO-LUMO gap (eV) = 7.7
- 2S+1 = 1
- charge = 0

Structure (XYZ):
```
46
Properties=species:S:1:pos:R:3:forces:R:3:lowdin_charge:R:1
C -1.3452 -2.3739 6.1911 0.0529 -0.0126 0.0712 0.023
H 4.9319 1.2058 -6.7543 -0.0053 0.0079 0.0053 0.131
C -1.9919 -0.7033 -0.1395 -0.1571 -0.0843 0.2569 -0.071
H -1.0893 -2.5562 7.2256 -0.0601 -0.0139 0.0175 0.125
C 3.7713 3.0147 -5.3607 -0.0599 -0.0974 0.0476 -0.061
H -2.6714 -1.4922 -0.4547 0.0841 -0.0858 -0.0904 0.125
C -2.8356 0.5640 -0.1602 -0.1092 0.0616 -0.0684 -0.399
C -2.6573 -2.5269 5.7689 0.1706 0.0408 0.0153 -0.256
N 3.5381 1.5878 -5.3006 -0.0317 0.1320 0.0331 -0.197
H -1.5398 1.6457 1.2275 0.0290 -0.0277 -0.0549 0.064
H 1.3491 -1.1146 0.1112 -0.0800 0.0364 -0.1191 0.155
C 0.2726 -1.3613 2.9602 0.1862 0.0448 0.0739 -0.273
H 3.0251 0.3711 -3.6754 -0.0382 -0.0120 0.0448 0.089
H 1.7742 0.5243 -4.9093 -0.0238 -0.0138 0.0497 0.100
H -1.1905 -0.6181 -0.8663 -0.0142 0.0270 -0.0437 0.112
H 2.1067 1.8900 -3.8224 0.0055 0.0473 0.0155 0.074
C 0.9514 -0.3439 0.7744 0.1100 -0.1204 0.1737 -0.069
H 4.5354 3.2274 -6.1057 0.0103 -0.0011 -0.0105 0.081
H 2.8578 3.5449 -5.6384 0.0157 0.0305 -0.0071 0.089
F -3.5716 -2.8972 6.6702 -0.1477 -0.0584 0.1135 0.084
H 4.1129 3.3920 -4.3944 0.0103 0.0305 -0.0118 0.089
C -2.0780 -1.9157 3.5604 0.1018 0.0294 -0.0219 -0.076
H 0.6512 -1.8799 5.5591 0.0213 0.0045 0.0217 0.126
C 4.2067 0.7159 -6.0816 0.0460 -0.0369 -0.0419 -0.359
C 2.5522 1.0646 -4.3689 0.1166 -0.0764 -0.2189 -0.047
O 4.0439 -0.4874 -6.0620 -0.0108 -0.0055 0.0102 0.016
C -0.1735 -0.9029 1.6057 -0.1459 -0.0953 0.1524 -0.035
O 1.4563 -1.3922 3.2381 -0.1383 0.0493 -0.0661 0.112
H -4.2713 1.4918 -0.9513 -0.0244 0.0127 -0.0226 0.055
H 1.7562 -0.0465 1.4413 0.0356 0.0280 -0.0337 0.134
O -3.5726 -1.9347 1.7411 0.0901 0.0635 0.0520 0.138
H -4.0748 -2.4443 4.1508 -0.0183 -0.0022 0.0231 0.138
F 0.8517 -0.0465 -2.0117 0.0568 0.1865 0.1288 0.150
C -2.4627 -1.6672 2.1450 -0.0600 0.0652 -0.0466 -0.262
C 1.0949 0.9786 -1.1672 -0.1100 0.1647 0.1328 -0.718
F 2.4316 1.1026 -1.0833 -0.1254 -0.0187 -0.0416 0.164
O 0.5192 0.8102 0.0334 -0.0438 -0.0520 -0.2416 0.037
H -2.6454 2.6467 0.2841 -0.0170 0.0278 0.0012 0.083
C -2.5364 1.6918 0.7962 0.0418 0.0408 0.0791 -0.023
C -0.3845 -1.9952 5.2741 -0.0727 -0.0264 -0.1252 0.016
H -3.2576 1.6718 1.6169 -0.0001 -0.0389 0.0121 0.091
F 0.5957 2.0932 -1.7065 0.1432 -0.2536 0.0581 0.175
C -1.4495 -1.0595 1.2152 0.1697 0.0449 -0.1529 -0.064
C -0.7519 -1.7598 3.9532 -0.1176 -0.0380 -0.0617 -0.089
N -3.7853 0.5962 -0.9967 0.0784 -0.0192 -0.0427 0.143
C -3.0500 -2.3118 4.4672 0.0358 0.0145 -0.0659 0.081
```
Forces are in eV/Å.

=====

Below is a structure of composition C18H18F5IrN8O9S2Te, with properties calculated with the ωB97M-V functional and the def2-TZVPD basis.

Output
- LUMO (alpha / beta) (hartree) = -0.138 / -0.243
- ⟨S²⟩ = 8.80
- HOMO-LUMO gap (alpha / beta) (eV) = 7.0 / 5.2
- 2S+1 = 6
- charge = +1

Structure (XYZ):
```
62
Properties=species:S:1:pos:R:3:forces:R:3:lowdin_spin:R:1
N 1.7007 17.8107 8.7750 1.4413 -0.3511 1.1278 0.001
C 2.8029 15.4444 5.5394 -0.6285 -0.7422 2.1532 0.017
Te 6.8098 15.3106 12.0993 0.6876 1.1119 2.1072 0.012
C 2.8532 10.7211 8.9038 -3.3440 2.3792 -1.2853 0.000
O 5.8801 17.0078 6.9782 -1.7368 -1.1707 -0.1691 0.113
H 6.5789 11.1747 9.8502 -0.3322 -0.7210 0.2862 0.000
C 7.8643 17.2168 8.6595 1.1364 -2.2027 0.7080 0.192
O 4.7274 19.9121 5.0490 -0.8216 2.2824 -0.1086 0.000
O 5.8193 17.3548 10.7117 0.1994 -0.0905 2.0714 0.814
F 5.0310 14.7166 12.5223 -0.3756 0.0508 -0.3476 0.001
C 8.4091 20.8817 7.7303 0.9045 0.0779 0.2501 0.099
F 6.7754 13.3018 10.4224 0.1029 -0.7907 0.5861 0.011
C 8.7995 16.1524 8.7151 -0.5389 -1.4461 1.0931 0.032
N 3.6747 11.8717 8.7339 2.0117 0.8434 0.6049 0.005
H 2.8971 18.2757 3.7301 0.9277 -0.4689 0.8449 0.000
C 10.1047 16.5579 8.6522 1.2129 -0.3893 -0.0852 0.256
C 4.9082 12.0355 9.1731 0.9947 -1.9772 -0.0780 0.003
H 3.2354 12.7637 8.6657 -0.7505 1.0058 -0.6546 0.002
H 7.9751 23.0646 7.5792 -0.5215 -1.9789 -0.2641 -0.001
C 2.4614 16.4164 4.6581 2.7897 0.4098 0.1040 0.003
F 7.2496 14.2885 13.6281 0.4198 0.3028 -1.0538 0.005
Ir 5.8288 17.2400 8.9848 2.4519 1.1930 -3.3807 1.755
C 6.2782 21.8133 7.9531 -4.8372 0.3390 1.4929 0.088
O 3.9079 17.7560 8.6280 -1.0429 -0.0128 -0.0852 0.024
H 4.7448 20.4616 8.8240 -0.1254 -0.0213 -0.6774 0.000
C 7.5767 21.9917 7.6869 1.8785 2.0804 -0.2563 -0.006
F 6.3941 16.7028 13.3333 0.4712 -0.6272 -0.9597 0.000
H 5.4877 22.6284 8.0672 1.6252 -0.7272 -0.5878 0.004
O 6.5558 18.7624 5.0250 -2.1085 -0.0430 0.0991 0.001
O 0.6507 17.3243 3.8095 -0.2129 0.6943 -0.6109 0.000
N 6.5547 19.5140 8.5014 -0.8996 1.3163 -0.1924 0.189
H 8.7395 15.0712 9.0060 -1.0738 1.1745 -0.4656 -0.001
H 1.7644 18.1514 7.8491 -0.4500 0.1355 -0.8734 0.000
H 5.1113 10.0846 9.6907 0.8451 0.1680 0.2959 0.000
S 10.2479 18.1872 8.3720 1.9555 2.1555 -0.5558 0.026
O 0.7444 15.1833 3.7689 0.9475 0.2670 0.0889 -0.001
H 2.3712 17.2169 11.3919 -0.3873 0.2169 -0.6265 0.001
C 7.8859 19.6846 8.2157 -0.3887 -1.2737 -0.6162 0.025
N 3.0773 17.4668 10.7101 -0.5153 -0.5788 -0.4719 0.010
N 5.3186 18.8884 5.0909 1.9697 -2.0812 -0.0181 0.000
C 4.4365 17.7032 5.2564 -0.0898 -1.4954 -0.1929 0.001
N 4.0533 14.7537 7.4939 -0.6241 1.9005 -1.1644 0.432
N 5.5902 10.9803 9.7100 -1.0972 2.1413 -1.0050 0.000
C 8.6103 18.4279 8.3783 -2.2045 0.6653 0.1726 0.276
H 2.7396 10.1303 8.0057 0.2439 -0.2326 -0.1563 0.000
H 11.0729 16.0381 8.7798 -1.0349 -0.1226 -0.0508 0.010
C 5.7190 20.5616 8.3551 2.8255 -0.5169 0.6093 0.003
S 5.8074 13.5562 8.8844 0.6329 0.0520 -0.5896 0.033
C 2.8880 17.6341 9.3664 0.4053 0.0296 1.6377 0.006
H 3.9973 17.1591 11.0429 -0.2834 0.3872 -0.5032 0.004
C 3.8476 15.6975 6.4163 0.9526 -0.8549 0.4375 0.027
F 8.7011 16.1427 11.8887 -1.1872 -0.5860 0.3522 0.003
O 3.1339 14.5492 8.3463 0.1433 -0.3651 -0.2216 0.372
O 5.0427 13.8909 7.2297 -0.4559 -0.9815 1.1834 0.116
N 1.2421 16.2801 3.9881 -2.6673 -0.1970 -0.5297 0.000
H 0.8684 17.6976 9.2859 -1.0703 0.0803 0.2439 0.000
H 9.4719 20.9983 7.4596 -0.6184 -0.3133 0.3143 0.004
H 1.8259 11.2203 9.1143 1.4252 -1.4188 -0.2490 0.000
H 3.1220 10.1875 9.7329 0.5777 -1.6467 2.0763 0.000
C 4.7669 16.7427 6.2673 0.8480 1.6464 -0.5635 0.023
C 3.3008 17.5438 4.4764 -1.2579 0.5765 -0.6187 0.009
H 2.1291 14.5964 5.8092 0.6547 0.7420 -0.6720 0.000
```
Forces are in eV/Å.

=====

Below is a cluster of 6 separate species, C18H18F6O18 in total, with properties calculated with the ωB97M-V functional and the def2-TZVPD basis.

Output
- LUMO (hartree) = -0.010
- HOMO-LUMO gap (eV) = 11.1
- 2S+1 = 1
- charge = 0

Structure (XYZ):
```
60
Properties=species:S:1:pos:R:3:forces:R:3:lowdin_charge:R:1
O 0.0187 1.6167 -0.3663 2.0730 0.7523 -0.7166 0.168
C -0.4405 -1.4101 3.8035 -0.1318 0.1641 -0.6685 -0.315
F 0.2626 -0.7480 4.7443 -0.2452 -0.2520 0.5109 0.088
C 0.5170 -0.5467 -1.0497 -0.0501 -0.9162 1.1032 -0.062
O -4.4140 -2.9805 -1.2816 -0.2315 -1.0060 -0.8422 0.137
O -2.1914 1.5418 -0.5755 0.2574 -0.3024 -0.6105 0.171
O -3.8024 -1.9429 3.8599 0.1119 -0.8159 -0.8133 0.177
C -3.8418 -2.4249 -0.1830 1.3623 2.1199 1.3678 -0.332
C -1.1162 1.0445 -0.6937 -1.0172 -1.9109 0.8609 -0.542
H -4.7614 -1.9980 1.7029 -0.1899 0.5482 -0.0321 0.118
H 4.3179 1.9126 -1.9506 0.5146 0.2539 0.2177 0.137
H 0.8133 -1.2560 -0.2738 -0.2799 0.0121 0.1249 0.110
C 4.7014 0.9285 -1.6847 0.2571 -0.1186 -1.5628 -0.099
H -2.4794 3.3387 -2.3647 0.5691 0.1602 -0.3256 0.151
H -0.7820 0.5885 2.9880 -0.2950 0.0386 0.0267 0.154
H 2.0833 -3.9655 0.1010 -0.4031 0.5174 -0.0692 0.149
O 2.1714 -0.5366 2.6240 -0.2484 -0.1859 -0.6416 0.202
F 1.8744 1.2719 -1.7381 -0.6744 0.4536 -0.2681 0.061
C 2.5146 -1.4673 1.9719 0.1403 -0.0983 1.0767 -0.529
H -4.6145 4.8479 -1.7210 0.0301 -0.0886 0.2527 0.146
C 3.7575 -2.7349 0.6549 -0.2710 0.5471 -0.0703 -0.251
O 3.7991 -1.7502 1.6640 0.4508 -0.6758 -0.2662 0.151
H -0.3718 -0.7335 1.8445 -0.4726 0.3955 -0.4307 0.108
H 0.8026 -1.0592 -1.9681 -0.1262 0.7904 -0.4111 0.153
O -1.6119 -2.0055 4.3335 0.6880 -0.4245 -0.1993 0.150
F 6.4974 1.6773 -3.0150 0.4074 -0.2310 -0.2594 0.080
O -2.3166 -0.8050 2.6190 -0.2984 0.1118 -1.0489 0.073
O 1.6911 -2.4682 1.5259 -0.3857 0.5705 0.3656 0.034
H 6.2029 -0.3140 -2.7620 0.1221 0.2003 -0.3293 0.169
H 1.7919 0.7902 0.1502 -0.0949 -0.0963 0.0834 0.165
H -3.1427 -1.6321 -0.4536 -0.1071 -0.1415 -0.2655 0.155
C -5.0182 -1.9830 0.6469 1.0671 -0.7344 0.4226 -0.056
H 0.1837 -2.1575 3.3200 0.1312 -0.2825 0.6410 0.144
O -5.8104 -3.1345 0.4181 -1.9276 -0.1773 -1.2152 0.072
O -6.3882 -4.0702 -1.5982 -0.0308 0.0565 0.0128 0.206
H 4.6348 -3.3561 0.4951 0.2812 0.3673 0.6229 0.178
C -2.6796 -1.7069 3.5512 -0.1134 2.0108 1.8407 -0.542
O 6.9128 0.5874 -1.0756 0.3129 -0.5379 -0.5116 0.146
C 1.1210 0.7821 -0.7074 1.0104 0.5542 0.5727 -0.262
H -3.2192 4.7796 -0.5458 -0.1093 0.2373 0.0486 0.147
F 3.5932 -1.9821 -0.4992 -0.1650 -0.4867 -0.4991 0.044
H 2.6672 -4.3240 1.6700 0.0744 0.4009 0.4634 0.151
O -1.5992 5.2425 -2.5719 1.2066 -0.8154 -1.2489 0.129
C 6.1023 0.6382 -2.2442 -0.2774 0.8898 0.9833 -0.280
O -1.4085 7.5028 -2.4663 -0.4498 -0.4766 -0.4459 0.189
C -0.9462 -0.4539 2.7262 0.4723 -0.9428 0.2460 -0.044
C -2.6952 4.3814 -2.5900 -0.7366 -0.0942 0.7972 -0.310
C -2.0540 6.5094 -2.3838 0.1205 0.0116 1.3274 -0.542
C -3.5579 5.0377 -1.5504 -0.4517 -0.1668 -0.7670 -0.061
F -3.0964 -3.3067 0.6122 -0.1749 -0.3205 -0.7762 0.031
H 4.0325 0.2595 -2.2313 -0.3199 -0.4798 0.9940 0.120
O 4.8463 0.7788 -0.2979 -0.5249 -0.5994 -0.0878 0.062
F -3.3462 4.4910 -3.7941 0.2979 -0.3529 -0.2938 0.063
H -5.4475 -1.0598 0.2506 -0.2184 -0.1021 0.2788 0.153
C -5.6600 -3.4566 -0.9066 0.5055 -0.1731 1.1014 -0.501
O -3.3054 6.3867 -1.9056 -0.4743 1.5303 0.6953 0.073
O -0.8693 -0.3012 -0.9413 -1.2864 0.7344 -0.7383 0.052
C 6.1335 0.4485 0.0071 -0.8899 0.7903 0.8533 -0.552
C 2.4914 -3.4854 0.9920 0.6836 -1.0276 -1.1282 -0.074
O 6.4522 0.1729 1.1143 0.5248 -0.1856 -0.3484 0.188
```
Forces are in eV/Å.

=====

The E_tot results, record by record, are as follows: -1506.659471 -3479.332428 -2650.274944 Eh.
The ΔE to the lowest compared entry with this formula, charge and spin results, record by record, are as follows: 20.8 78.4 35.8 kcal per mole.